Record 1
Formula: C41H111N5O12
Source: the OMol25 dataset
Level of theory: ωB97M-V/def2-TZVPD

Structure (XYZ):
```
169
Properties=species:S:1:pos:R:3
C 2.96319 -0.92122 -3.59185
C 3.14158 -0.91212 -5.14640
C 1.85532 -0.47375 -5.91544
O 1.02010 -1.61115 -6.07016
C -0.20997 -1.28338 -6.72043
N 4.12987 0.09400 -5.28121
H 2.18045 -1.54451 -3.15949
H 2.74000 0.09226 -3.25847
H 3.88771 -1.24223 -3.11195
H 3.45577 -1.91165 -5.44692
H 2.13928 -0.04834 -6.87799
H 1.36177 0.37499 -5.44200
H -0.93578 -2.09174 -6.80913
H 0.11302 -0.94189 -7.70387
H -0.65658 -0.39445 -6.27496
H 3.73637 0.91313 -4.84043
H 4.27410 0.36040 -6.24470
C 2.90366 0.12682 5.05301
C 2.27602 -0.52641 3.77849
C 2.39627 -2.10809 3.70923
O 3.75380 -2.58144 3.84752
C 3.80945 -3.94542 4.25119
N 0.87104 -0.11540 3.78268
H 3.09956 1.18924 4.90814
H 3.91302 -0.28140 5.10444
H 2.39997 -0.11371 5.98924
H 2.79380 -0.21401 2.87162
H 1.89802 -2.55480 2.84883
H 1.73864 -2.46883 4.50010
H 3.04320 -4.60163 3.83845
H 3.69399 -3.82603 5.32846
H 4.76718 -4.43236 4.06751
H 0.91588 0.83307 4.12689
H 0.33963 -0.56646 4.51360
C -0.02905 2.91821 4.26028
C 0.55161 4.34665 4.07532
C 1.93430 4.24791 3.35069
O 2.87370 3.62377 4.21072
C 3.98670 3.25380 3.46964
N -0.44488 5.03332 3.27636
H -0.99716 2.77312 4.73967
H 0.69295 2.30361 4.79795
H -0.06377 2.37900 3.31363
H 0.64291 4.78056 5.07105
H 2.24295 5.28880 3.25378
H 1.82672 3.70486 2.41174
H 3.69130 2.49608 2.74390
H 4.66726 2.79027 4.18384
H 4.53006 3.98923 2.87634
H -1.31114 4.91919 3.78299
H -0.69958 4.43910 2.50039
C 4.41701 -2.33733 0.43154
C 5.43164 -1.38473 0.92866
C 5.03803 0.08167 0.81917
O 6.13776 0.95834 0.90232
C 6.86920 1.14322 -0.32037
N 5.84776 -1.78519 2.27244
H 4.76647 -3.34730 0.64587
H 4.22842 -2.21448 -0.63497
H 3.44754 -2.15167 0.89389
H 6.29532 -1.55245 0.28521
H 4.43546 0.32769 1.69352
H 4.34521 0.32889 0.01481
H 7.75197 1.73304 -0.07350
H 6.35440 1.72676 -1.08363
H 7.10573 0.17351 -0.75833
H 6.16835 -0.98855 2.80412
H 4.96285 -2.00795 2.70536
C -0.78030 -5.49113 -3.72137
C -0.56075 -4.05102 -4.13566
C -0.67529 -2.98789 -2.99333
O -1.90438 -3.18432 -2.22792
C -3.06264 -2.63697 -2.83927
N 0.80039 -3.99300 -4.67975
H -0.09015 -5.85297 -2.95922
H -0.86343 -6.17492 -4.56612
H -1.68645 -5.57489 -3.12139
H -1.32926 -3.84762 -4.88139
H -0.63033 -1.99169 -3.43341
H 0.10955 -3.06537 -2.24092
H -3.23707 -2.99258 -3.85476
H -3.02885 -1.54793 -2.87027
H -3.89882 -3.04783 -2.27351
H 1.09658 -3.08661 -5.01268
H 0.88506 -4.58745 -5.49188
C 2.52765 3.29459 -0.47162
C 2.09441 4.39234 -1.41972
C 1.86187 5.68822 -0.59480
O 3.10158 4.63133 -2.27115
H 1.75552 3.10620 0.27431
H 3.49217 3.43954 0.01500
H 2.74029 2.36617 -1.00165
H 1.20089 4.11517 -1.97910
H 2.76776 5.88167 -0.02032
H 1.02301 5.60812 0.09658
H 1.57712 6.51504 -1.24549
H 3.90722 4.66203 -1.74999
C -3.60141 0.24445 3.52680
C -3.21627 -0.73922 4.61784
C -2.67486 -2.01768 4.02510
O -2.11777 -0.14663 5.35237
H -4.61184 0.01347 3.18949
H -2.86642 0.40412 2.73788
H -3.73079 1.23506 3.96275
H -4.09089 -0.89698 5.24891
H -2.59834 -2.69003 4.87962
H -1.74136 -1.98875 3.46311
H -3.36931 -2.47159 3.31813
H -2.38640 0.67431 5.77129
C -7.10457 0.03194 0.32713
C -5.86934 0.48944 -0.46410
C -4.57711 -0.30236 -0.23953
O -6.18293 0.24998 -1.81338
H -7.97418 0.47516 -0.15807
H -7.08858 0.35194 1.36898
H -7.29051 -1.04208 0.32487
H -5.62559 1.54841 -0.37879
H -3.84959 -0.19611 -1.04423
H -4.81194 -1.36675 -0.24430
H -4.02351 -0.08548 0.67403
H -6.70472 -0.55021 -1.90842
C -3.10979 2.90085 0.42615
C -1.90768 3.75789 -0.05524
C -2.17937 5.25710 0.03281
O -0.83544 3.49311 0.78017
H -4.03239 3.10202 -0.11831
H -3.30204 2.96659 1.49705
H -2.97026 1.82346 0.33750
H -1.56883 3.47038 -1.05054
H -3.06411 5.50950 -0.55167
H -1.42848 5.88407 -0.44799
H -2.37475 5.79935 0.95795
H -0.62088 2.55752 0.76480
C -1.36417 -5.28814 0.53894
C -2.91698 -4.98298 0.52702
C -3.62520 -5.29571 1.85365
O -3.09572 -3.62301 0.30611
H -0.85362 -5.00518 -0.38159
H -1.27120 -6.35569 0.73837
H -0.82514 -4.69329 1.27631
H -3.37938 -5.48983 -0.31997
H -3.40492 -4.61192 2.67341
H -3.34945 -6.27706 2.23969
H -4.70865 -5.26762 1.73767
H -2.65167 -3.38155 -0.51006
C -1.88091 1.41635 -3.85143
C -3.29335 1.65980 -3.18986
C -3.87463 2.93307 -3.73302
O -4.11130 0.59429 -3.50487
H -1.49879 0.42142 -3.62298
H -1.19795 2.20007 -3.52363
H -1.96134 1.50169 -4.93511
H -3.05709 1.71303 -2.12710
H -3.15919 3.75087 -3.81933
H -4.56081 3.37642 -3.01142
H -4.32749 2.91161 -4.72426
H -4.83308 0.50081 -2.87885
C -0.60384 -1.42533 0.62117
C 0.26330 -0.23635 0.16277
C -0.18127 0.33464 -1.20207
O 0.13677 0.80401 1.08313
H -0.65034 -2.29144 -0.03898
H -1.60395 -1.09500 0.90182
H -0.25770 -1.88732 1.54575
H 1.29217 -0.58531 0.07469
H -1.24932 0.54686 -1.25043
H 0.17046 -0.22983 -2.06564
H 0.29724 1.28269 -1.44772
H 0.39036 0.48023 1.95057
```

Calculated values
Kohn-Sham gap = 9.307 eV
LUMO level = 0.51 eV
DFT total energy = -76332.7354 eV
E_HOMO = -8.798 eV
energy relative to the best compared isomer or geometry (same formula, charge and spin) = 51.8 kcal/mol
total charge = 0


Record 2
Formula: C14H26IKN3O8P
Source: the OMol25 dataset
Level of theory: ωB97M-V/def2-TZVPD

Structure (XYZ):
```
54
Properties=species:S:1:pos:R:3
C -0.40024 -1.78762 0.16692
C -1.95897 -1.38941 0.20357
N -2.63499 -1.73418 1.27775
C -2.58462 -0.56694 -1.02169
P -3.59974 0.87124 -0.29401
C -2.20517 2.14140 -0.58576
C -0.91225 1.95773 0.34457
O -0.83986 3.14142 1.22038
C -5.13167 -0.26349 -0.03948
C -5.78943 0.08787 1.40275
O -6.34638 1.20014 1.50602
I -5.75032 -1.26417 3.11484
H 0.15295 -0.81654 -0.18872
H -0.20229 -2.63955 -0.56687
H -0.00837 -2.00240 1.23390
H -2.00910 -2.25768 1.92061
H -1.77490 -0.17960 -1.74288
H -3.24964 -1.28807 -1.62496
H -4.40380 1.61959 -1.25168
H -3.59737 1.14575 1.12714
H -2.62367 3.19665 -0.37655
H -1.89072 2.16337 -1.69430
H -0.91612 1.02014 0.99461
H 0.05013 2.01843 -0.30004
H -0.35888 2.80410 2.01491
H -4.90779 -1.37158 -0.17192
H -5.93215 0.03852 -0.81157
C 3.31887 4.53548 2.02901
C 3.41657 3.97151 0.64425
O 3.31495 2.56807 0.86493
C 2.66684 2.39591 2.04860
O 2.26708 1.33729 2.45196
O 2.52779 3.56890 2.71200
H 2.83883 5.51432 2.04786
H 4.29205 4.60762 2.52234
H 2.58991 4.28970 0.00294
H 4.35943 4.22194 0.15683
K 1.68372 -0.24154 -0.24880
N -9.02258 -0.60256 -0.67379
O -9.26137 0.59105 -0.93786
O -9.79854 -1.24872 0.05372
O -8.00012 -1.15262 -1.14108
C 5.91682 -4.09425 -0.35464
C 6.33050 -4.05584 -1.82210
C 6.52236 -2.63169 -2.35044
C 5.23682 -1.86686 -2.23802
N 4.22840 -1.26840 -2.14979
H 4.95033 -3.60907 -0.19532
H 5.82042 -5.12763 -0.01450
H 6.66000 -3.59667 0.27554
H 5.57207 -4.57290 -2.41802
H 7.26591 -4.60886 -1.94241
H 6.83028 -2.65747 -3.39858
H 7.29809 -2.11180 -1.78211
```

Calculated values
Kohn-Sham gap = 4.063 eV
LUMO level = -1.49 eV
DFT total energy = -69493.6039 eV
E_HOMO = -5.548 eV
total charge = 0


Record 3
Formula: CH3NO3
Source: the OMol25 dataset
Level of theory: ωB97M-V/def2-TZVPD

Structure (XYZ):
```
8
Properties=species:S:1:pos:R:3
C 3.92739 -1.82468 -2.38678
N 3.84672 -0.79772 -1.48454
O 4.15260 0.40601 -1.81264
O 3.48757 -1.10374 -0.28075
O -12.43853 3.88896 5.60707
H 4.36121 -1.60744 -3.47194
H 4.16570 -2.80433 -2.04455
H -11.50265 3.84295 5.87411
```

Calculated values
Kohn-Sham gap = 6.669 eV
LUMO level = 5.73 eV
DFT total energy = -8713.7967 eV
E_HOMO = -0.937 eV
energy relative to the best compared isomer or geometry (same formula, charge and spin) = 0.2 kcal/mol
total charge = -2